Record 1
104
Properties=species:S:1:pos:R:3 method="wB97M-V/def2-TZVPD" e_above_lowest_kcal_mol=0.00 charge=-2 e_homo_ev=-2.2 spin_multiplicity=2
S -1.91634 3.30490 -10.57853
N -0.07469 0.90645 -8.03021
H -4.61519 -3.14746 2.64440
C 0.08173 3.85420 3.93328
H 2.00030 1.23350 7.53717
H 2.90055 -0.29747 7.77577
N -0.65777 1.30119 -9.17738
H 3.67929 5.27474 -3.19054
C -2.08820 -1.92574 -10.25760
C -1.06481 0.24276 -10.03522
H 4.21200 -0.26939 1.87355
H -3.01879 -4.17689 0.51610
H -3.38467 2.05383 1.96539
C -2.71589 3.98617 -0.67175
C 1.92921 0.12952 7.40184
C -4.30309 -2.26609 2.12905
H 2.43530 0.18888 -0.66664
N -0.37866 2.32274 2.36575
H -3.44828 -2.72965 -0.39227
H -1.38380 -4.57991 1.84716
C 0.56375 2.74332 3.22142
H 3.11020 -2.96077 1.09262
C 2.30614 4.54716 -1.69676
H -1.25997 -2.41287 4.78072
C 3.98480 -0.90225 2.73415
Cl 4.83265 0.82137 -1.79236
B -2.71381 3.06695 1.69918
F 0.20042 -2.03808 -1.06319
C -1.01259 2.62048 -9.29680
B -0.38804 -0.79783 -1.11083
C 3.81372 2.24686 -1.69952
H 3.12497 -5.60260 5.14889
C 4.16042 3.33448 -2.49766
S 0.91496 1.88362 -5.69540
C -2.77398 -3.11696 0.35018
H -4.57462 -1.33135 2.67580
C 3.42945 4.48923 -2.50125
H 1.50331 2.23709 3.40817
H 4.72515 -1.70042 2.69883
C -2.09351 -2.09366 4.10780
C -1.18016 4.06262 3.46316
H -0.66254 2.13493 -2.35614
P 1.68086 -0.08807 5.60505
H -0.20245 1.04356 -11.84108
Ti -0.00095 0.90305 0.43765
C 1.78707 -2.79620 6.57772
H 2.59880 0.98184 0.82572
C 2.22508 -4.13901 6.50872
H 1.04772 3.58712 -0.31585
C -1.29294 2.67735 -1.69285
H -2.09807 -1.00899 4.16844
H -1.78272 -2.97456 -0.08910
O -2.43232 -1.00774 1.29807
C -1.60034 -0.89850 -9.45435
O -0.64883 -2.08337 2.20559
H -0.02057 1.51852 5.73512
H -2.16504 -2.72762 -12.31320
H 1.33785 -2.39492 7.49222
B -1.04671 -0.92796 1.43299
P 2.23055 -1.35311 2.72790
H -1.81416 -0.94964 -8.41835
H 1.39414 -3.40650 1.62643
C -1.82115 -1.90023 -11.63486
H -0.48211 0.26473 4.59607
C 2.26002 -2.43055 4.27697
C -1.59445 -4.23169 2.84560
H -2.48453 -4.74603 3.22363
H -4.96580 -2.19292 1.23568
C -0.77963 0.25094 -11.39386
C 2.72035 -3.72749 4.22078
C 1.79982 -1.93568 5.50743
H -2.99122 -2.42453 4.55716
H 1.68370 -2.11916 0.49805
H -3.43333 4.66290 -0.31806
N -2.34206 3.03738 0.19589
H -1.88433 4.86438 3.74434
C 2.14259 1.09415 -0.14292
C 1.95497 3.44820 -0.93645
H 3.14273 -4.05978 3.19603
C -1.15241 -0.83795 -12.18344
C -1.81545 -2.71820 2.72831
H -0.98055 -0.75402 -13.29393
C -2.04246 3.81066 -1.85156
H -3.38429 4.03977 1.93294
C -0.05183 0.46730 5.58472
C 2.10913 -2.61186 1.34968
C 2.69318 2.27937 -0.90786
N -1.45130 2.21303 -0.43318
H 4.14217 -0.35627 3.68346
H -2.02051 4.41517 -2.73496
H 1.63265 5.35082 -1.57444
C 0.21211 1.92487 -7.26612
H -2.52674 -2.79380 -9.82996
C 2.73438 -4.58809 5.31658
N -1.42642 3.15240 2.54801
H 0.57589 4.50087 4.59852
H 5.03238 3.17155 -3.14106
S -0.27514 3.43677 -8.00274
F -1.32367 -0.77465 -2.14931
C -2.87011 -2.27610 1.63672
H -0.72637 -4.42979 3.49729
H 2.20819 -4.80524 7.33119
H 1.09688 -0.20638 8.02372
H -0.71121 -0.05770 6.28874

---

Record 2
101
Properties=species:S:1:pos:R:3 method="wB97M-V/def2-TZVPD" e_above_lowest_kcal_mol=0.00 charge=-2 e_homo_ev="-2.3 / -2.2" spin_multiplicity=3
C -0.89145 -2.33077 1.62427
C -0.08217 -5.65090 4.34890
H -1.12293 -3.86703 -4.99990
C 1.18144 -4.97828 6.61839
C 3.42065 -0.25858 -4.54614
H -0.12286 -2.45276 -4.63414
C 0.21572 -6.57645 5.33381
C 3.92859 -2.81120 -1.37567
H -4.21098 0.07276 2.88724
O 1.80046 -1.37068 -3.26897
H -4.46897 2.41470 0.15036
H 1.99891 -4.48466 -0.36790
H 1.81827 -3.69057 1.20164
C -2.14481 1.98250 2.67448
H 3.03344 -1.58714 1.72332
H 4.76931 -3.42627 -1.04651
H -1.20829 -4.31455 2.26296
H 0.14623 -5.97566 -2.20564
S 1.98860 -4.50506 8.19425
H -3.97837 3.58454 1.38256
C -1.98998 1.28924 3.87795
H 3.64187 3.59361 1.35595
Cl 3.64777 6.43742 0.89454
O 2.69205 -3.27895 7.89206
H 1.10824 -5.14191 -5.12957
C 0.30971 -4.34665 4.60957
H 3.74332 0.68377 -4.98911
C -1.04232 1.66373 4.81561
N -0.32433 -1.13038 1.81716
H 3.07690 0.52687 -1.92131
C 2.50976 -3.88381 0.38534
C 1.00597 0.40891 -4.66880
H -1.35631 -5.05361 -2.25476
C -0.66941 -3.28521 -4.19567
Si 0.90759 -1.87202 -1.93999
C 2.34759 0.91586 -2.62842
H -1.45710 -2.87454 -3.56864
H -0.86579 -6.01206 -3.66067
O 0.77912 -3.50166 -2.25402
H 3.35469 -4.45271 0.77876
O -0.30198 2.29246 -0.38130
H 1.21892 1.40796 -5.05029
C 2.13064 -0.06906 -3.75902
H -3.27437 -0.03859 0.16404
H -2.62180 0.43529 4.08327
H 0.07075 0.44114 -4.11505
C -3.18320 1.54939 1.63770
H 4.31620 -1.86791 -1.75988
N 0.93822 -4.01252 5.73221
H 0.89658 -0.26948 -5.51546
H -2.84445 3.08014 0.10691
H 3.27215 -0.98688 -5.34294
H 0.57026 3.00525 5.28315
C -0.50474 -5.38292 -2.84627
O 2.84160 -5.63026 8.51159
H 0.85877 0.00313 3.06536
H 2.08722 -5.28670 -3.66178
C 2.73545 3.87302 0.84151
C 2.99099 -2.56885 -0.20266
C -1.28652 3.05931 2.44630
H 3.95015 -0.75278 0.45931
H 3.42252 -3.32276 -2.19084
C 1.44269 -4.62006 -4.23341
C -0.71623 -3.38309 2.49566
H 1.41770 1.10227 -2.09956
H -0.57757 -5.95315 3.43953
C -4.42935 0.98026 2.32652
C -2.51946 0.51296 0.74287
C 1.78895 2.92535 0.51974
C 0.38910 4.54661 -0.47346
H -4.89164 1.69930 3.00868
C -0.30774 3.41813 3.36552
S -0.82923 -0.84974 -1.62550
N 0.83866 -6.26109 6.46134
H 0.35491 4.24644 3.14031
H 2.02385 -3.74932 -4.52982
C 1.31201 5.52640 -0.16589
O 1.87491 -1.80918 -0.59544
H -1.37730 3.62550 1.53224
H -0.05778 -7.62045 5.20048
H -1.49550 -2.42428 0.72940
C -0.18449 2.72736 4.56063
H 4.21080 -0.62503 -3.89176
C 0.64159 -1.98870 3.84035
C 0.42293 -0.97788 2.90965
H 1.25267 -1.80541 4.71189
C 0.06971 -3.22258 3.63289
O 0.86007 -4.34291 9.09408
C -3.63691 2.74039 0.77820
C 0.56194 3.18669 -0.13500
H 4.60110 -2.21956 1.20912
C 0.25875 -4.17802 -3.38204
H 2.71206 1.86751 -3.01875
H -5.15615 0.71784 1.55837
H 1.11224 6.55068 -0.44158
V -0.63394 0.40291 0.48471
C 3.68893 -1.73094 0.86450
H -0.95255 1.10335 5.73634
Cl 2.09438 1.25528 0.93457
Cl -1.07142 5.00766 -1.30118
C 2.48144 5.18911 0.49293

---

Record 3
97
Properties=species:S:1:pos:R:3 method="wB97M-V/def2-TZVPD" charge=-2 e_homo_ev="-1.3 / -1.0" spin_multiplicity=2
C -3.52182 4.80652 -1.19018
H -4.39762 2.32338 -5.27694
H 1.94800 2.08493 -2.73015
C -4.81438 2.78488 -1.07139
C 2.63408 1.12676 -0.08282
H 4.85569 -2.44291 0.40718
O 2.08783 -2.22229 3.76701
H 4.22091 -1.64562 2.50867
H -1.43708 -2.31806 -3.52515
P -1.16152 1.98544 0.64780
C 2.98380 -3.42236 0.28880
C 0.56071 -0.77200 -5.09540
C 3.84036 -2.18632 0.03262
C -4.69736 4.11821 -1.44943
H -0.44823 -1.18660 -5.11759
C -0.84196 0.50661 -0.05001
C 1.66257 -2.87942 -3.21404
Mn 1.19457 -0.19282 0.08684
H -0.60694 2.10992 -3.29079
N 0.65769 -0.22532 -2.16831
H 2.67894 -3.17072 -3.49571
H -3.18640 0.98702 5.92138
C 3.37481 -1.05140 2.13136
C 2.06485 -1.60498 2.70320
H 3.04673 -3.69584 1.34977
Si 1.43033 -1.01731 -3.43700
C -1.68112 -2.42666 -0.15834
C -3.27161 0.05843 -3.02386
H 3.11821 0.65817 -4.21481
H -2.53184 -5.59711 -1.01367
H 0.95028 2.58615 -1.34881
H -0.75346 -0.14598 2.57970
C 1.30272 2.89043 3.50358
C -1.59889 1.70776 -3.46979
H 4.33984 0.08930 -0.84073
H 2.15021 3.71246 -2.02014
H -1.53372 4.67673 -0.33948
C -2.23569 -4.56049 -1.12732
H 2.22313 3.26239 3.96176
H 0.46312 3.48181 3.87367
C 3.15275 -0.28823 -3.67157
C -4.12936 0.67870 -3.92242
C -1.61802 -2.71116 -2.52986
H 0.96886 -3.45694 -3.82966
O 1.64905 -3.30616 -0.13822
H 3.80152 -0.97156 -4.22502
H 3.60524 -0.08382 -2.70112
C -2.46463 4.16447 -0.55498
H 1.15953 -2.78437 0.53170
C -2.56819 2.83031 -0.18325
O 2.25882 1.59682 1.26327
H -2.13763 3.25079 -4.85524
H -5.51996 4.61586 -1.95141
O 1.04353 -1.34686 1.98509
C -1.91012 1.64864 2.30885
H 3.92186 -2.00694 -1.04179
H -3.83273 1.10742 -0.15011
N -0.06862 3.10155 0.85991
H 1.15347 1.85996 3.83151
H 1.49669 -3.16189 -2.17365
N 3.36372 -0.97482 0.67966
C -2.06143 -3.75612 -0.01231
C 3.86076 0.28482 0.11978
H 2.19706 5.31204 1.93482
C -1.99507 0.55864 -2.78883
C -3.72506 1.82733 -4.58636
C 1.93650 2.66193 -1.80361
H 1.14626 -1.26172 -5.88031
C -3.29136 2.26838 4.19900
H 2.21450 4.86357 0.22246
H 3.42290 -4.24673 -0.28378
H -4.01129 2.94669 4.64552
H -3.18213 3.37676 2.37030
H -3.42558 5.84624 -1.48360
C 2.43847 4.51193 1.22973
C -1.46332 0.54201 3.03103
C -3.75384 2.15008 -0.44341
H -1.53432 -0.54696 4.86840
C -2.82617 2.50656 2.91118
H -3.60338 -0.82772 -2.49545
H -1.54936 -1.78138 0.70410
P -0.81176 -0.14780 -1.55657
H -2.21315 -4.15979 0.98163
C -2.83090 1.17067 4.91326
C -2.01674 -4.03165 -2.39524
H -5.12016 0.27304 -4.09188
C -1.91075 0.31111 4.32438
H 0.47930 0.28937 -5.33964
H -2.14271 -4.65231 -3.27544
Si 1.40425 2.99381 1.63168
C -1.44261 -1.88912 -1.41802
C -2.45786 2.34614 -4.35248
O 2.94820 2.21465 -0.91727
H 3.45863 -0.03644 2.52251
H 3.50720 4.30443 1.29243
H 4.60334 0.76378 0.78314
H -5.72326 2.23462 -1.28244

---

Record 4
93
Properties=species:S:1:pos:R:3 method="wB97M-V/def2-TZVPD" e_above_lowest_kcal_mol=0.00 charge=-2 e_homo_ev=-0.9
H -0.04226 -1.44273 -2.82989
H 0.81545 -4.26927 0.38799
H 2.79513 -2.73316 -4.76954
C -3.33532 -3.03505 1.62171
C -1.92387 0.50759 6.41282
H -3.86122 -4.00775 1.56815
H 2.60220 2.74210 2.16111
H -0.34309 -3.27309 3.15546
H 2.45400 0.47526 3.18571
C 1.70738 1.24951 3.39030
C -4.04874 -0.49227 5.96548
C 4.04118 1.49814 -1.65269
H -5.04058 -0.78383 6.29831
H -1.22982 1.00477 7.08835
C -3.68004 -0.72492 4.65970
H 1.09257 -2.30070 3.46431
H 0.14520 -2.91303 -0.52554
C -1.84829 1.21157 -3.93120
C 1.19723 2.11967 -0.06573
C -2.51080 4.12245 0.69268
C 0.96415 1.63692 -1.49412
H -1.89720 4.85799 -1.33856
C -1.50061 0.28481 5.09625
H 2.67323 -2.73507 1.00799
H -1.28771 -4.37914 1.72969
C 1.90750 -1.93316 1.04216
H 1.61264 2.28533 -2.08624
H -2.91831 -2.90847 2.62390
C 3.02532 -1.87676 -4.13453
H 5.02639 1.24298 -1.25276
H 2.23227 -1.16562 1.74726
C -1.26632 -3.93695 0.73079
H 3.39190 1.61825 -0.79070
C -0.29173 3.33267 -2.87033
C 0.65923 -3.03622 2.77735
H 0.84172 2.88069 2.31545
C -1.92019 4.06908 -0.60027
H 1.28027 -3.95457 2.80460
C 4.33789 -1.39884 -4.07464
H 5.14156 -1.87220 -4.62738
C -0.58392 2.22150 -1.91112
H 0.28336 4.16018 -2.46871
C -0.65287 3.33802 -4.15059
H 1.83687 -1.45957 0.05821
C 0.58126 -1.80858 -3.63883
H 2.04611 1.81464 4.27203
H -2.47648 0.41445 -4.31760
H -3.02959 4.95782 1.14527
C -1.40947 1.09075 -2.52029
H 5.58566 0.09225 -3.17885
C -0.16909 0.77497 4.71615
H -1.47249 -4.75734 0.02640
H -1.80092 2.28628 -5.71656
C 4.18410 2.82963 -2.40945
C 0.12843 -3.40530 0.44778
C -3.16977 0.12895 6.87912
O -2.03871 -0.60689 2.94649
N 1.50423 1.41374 0.93494
H 1.09226 3.21002 0.04544
C 2.20524 -0.15778 -2.53791
H 0.57931 -2.90482 -3.61926
N -1.60584 2.03633 0.39855
C -2.28925 2.86228 1.25391
H -3.27938 -3.78449 -1.04289
H 0.35331 1.33451 5.50540
H 3.22865 3.15438 -2.83013
N 0.40543 0.62423 3.59009
H 0.02719 -0.22835 -5.01939
H -2.58950 2.49858 2.23380
C -1.37712 2.78132 -0.71979
C 3.57167 0.33566 -2.51454
C 1.66836 2.17172 2.18696
H -1.07093 -1.62436 -5.06835
H 0.54012 -1.72274 -5.82205
N 0.60212 -2.46141 1.44747
H 4.55939 3.63018 -1.75596
H -2.03428 -2.56780 -1.43980
C -2.37858 -0.36479 4.14166
H -4.36634 -1.19300 3.95767
N 1.13575 0.28137 -1.83512
Na -0.94579 0.01854 1.21183
O -1.75232 0.12679 -1.88408
H -4.06697 -2.23745 1.47871
H -3.46558 0.31455 7.90338
C -0.01696 -1.32309 -4.96796
C -1.47589 2.24106 -4.68475
C 4.56875 -0.29577 -3.26394
N -2.29060 -2.91418 0.62821
H -0.36389 4.15591 -4.79956
C 1.99092 -1.29469 -3.42159
C -2.81647 -2.82882 -0.72550
H 4.88283 2.71395 -3.24580
H -3.57059 -2.04033 -0.78251

---

no.,E (eV)
1,-146358.567
2,-150746.789
3,-119497.008
4,-56583.397